A | The following is a quantum chemistry calculation of a 2-piece molecular cluster, C9H16N3O overall, from OMol25.

**LUMO energy**: -2.90 eV
**HOMO**: -12.06 eV
**Frontier orbital gap**: 0.33645 hartree

```
! RIJCOSX wB97M-V def2-TZVPD def2/J DEFGRID3
* xyz 1 1
O -4.8051 -0.4918 0.3225
N -1.4485 0.4828 -0.4527
N -1.7258 -1.6074 -1.0030
N 1.8976 -0.6647 -1.1610
C -0.8850 -0.6464 -0.9109
C -2.8183 0.2060 -0.1504
C 2.0394 -0.0846 0.2867
C -4.0394 0.6121 0.3061
C 2.8835 -1.1616 0.9534
C -2.9812 -1.1939 -0.5314
C 2.7508 1.2468 0.3245
C -4.5306 1.9325 0.5868
C -4.2747 -1.5348 -0.2598
H 0.2014 -0.6541 -1.1868
H 2.8396 1.5273 1.3163
H 3.7474 1.2817 -0.0560
H 2.5283 -1.3873 -1.2380
H 2.2467 -2.0767 1.0728
H 2.0310 0.0367 -1.7923
H -4.5625 2.0438 1.7723
H 1.0577 -0.2427 0.8126
H -1.0454 1.3330 -0.3209
H -3.8909 2.6392 0.0959
H -4.6859 -2.4716 -0.2497
H 3.7115 -1.5725 0.3272
H 2.1027 1.8808 -0.2975
H -5.4776 2.0125 0.2993
H 3.4134 -0.8688 1.7891
H -1.6590 -2.5407 -1.4040
*
```

=====

B | The following is a quantum chemistry calculation of a 2-piece molecular cluster, C9H16N3O overall, from OMol25.

**LUMO energy**: -3.00 eV
**HOMO**: -11.03 eV
**Frontier orbital gap**: 0.29484 hartree

```
! RIJCOSX wB97M-V def2-TZVPD def2/J DEFGRID3
* xyz 1 1
O -0.0555 1.3355 0.7655
N 2.6599 2.2081 -1.6948
N 0.7951 1.0023 -2.4030
N 2.1210 2.0848 -3.9443
C -0.1847 0.0469 2.8096
C -0.5213 -1.1415 3.4487
C -1.6236 -3.3981 3.3683
C 1.8484 1.7625 -2.6643
C -0.4355 0.8903 -3.1859
C -1.2755 -2.0687 2.7381
C -0.4960 0.2434 1.4905
C -1.7236 -1.7564 1.4463
C -1.2353 -0.6751 0.7568
H -1.4851 -3.3721 4.4436
H 0.3666 0.7948 3.3639
H 0.2610 2.1671 1.1121
H 0.5632 1.1318 -1.4152
H 2.2925 2.1526 -0.7581
H -1.4628 -0.4031 -0.2640
H -0.1492 0.4950 -4.1673
H -1.0894 0.2527 -2.6129
H -2.2738 -2.6167 1.0834
H -0.9185 1.8200 -3.4674
H -1.2139 -4.2464 2.8157
H 1.5362 1.7821 -4.7040
H -0.3379 -1.2706 4.5023
H 3.0897 2.2616 -4.1390
H 3.6403 2.0887 -1.9030
H -2.6927 -3.5716 3.1784
*
```

=====

C | The following is a quantum chemistry calculation of a 2-piece molecular cluster, C9H16N3O overall, from OMol25.

**LUMO energy**: -2.95 eV
**HOMO**: -11.58 eV
**Frontier orbital gap**: 0.31713 hartree

```
! RIJCOSX wB97M-V def2-TZVPD def2/J DEFGRID3
* xyz 1 1
O -2.7262 -2.3779 0.2816
N 0.9081 2.8459 2.1268
N 0.5854 0.5099 2.1208
N 1.3143 1.5310 0.2385
C 0.5187 -1.4301 -1.0264
C -1.8110 -1.8738 -0.5873
C 0.8456 1.6452 1.4790
C 0.1689 -0.7380 -2.1886
C 0.1240 0.5203 3.5255
C -1.1598 -0.5324 -2.5349
C 1.1666 -0.2040 -3.2425
C -0.4804 -1.8370 -0.1554
C -2.1128 -1.0528 -1.6532
H 1.6981 2.3422 -0.2257
H 0.8931 0.8080 -3.4992
H -3.1435 -0.7223 -1.9152
H 1.0764 -0.9512 -4.0546
H 0.2645 2.8949 2.8986
H -1.5078 -0.2196 -3.5122
H -3.6130 -2.1104 0.0167
H 0.1904 -0.2492 1.5748
H 2.2189 -0.4545 -3.0700
H 1.7759 3.3451 2.0392
H -0.9195 0.7183 3.7756
H 0.2957 -0.4982 3.9080
H 0.8223 1.1489 4.0888
H 1.5588 -1.5519 -0.8015
H -0.2177 -2.2658 0.8083
H 1.2664 0.7595 -0.4154
*
```

=====

Most stable of them? B.

=====

A | The following is a quantum chemistry calculation of a single O2 molecule, from OMol25.

**LUMO energy**: -4.84 eV
**SMILES**: O=O
**HOMO**: -12.39 eV
**Frontier orbital gap**: 0.27746 hartree

```
! RIJCOSX wB97M-V def2-TZVPD def2/J DEFGRID3
* xyz 0 1
O 0.0000 0.0000 -0.8198
O 0.0000 0.0000 0.8198
*
```

=====

B | The following is a quantum chemistry calculation of a 2-piece molecular cluster, O2 overall, from OMol25.

**LUMO energy**: -6.12 eV
**HOMO**: -13.06 eV
**Frontier orbital gap**: 0.25530 hartree

```
! RIJCOSX wB97M-V def2-TZVPD def2/J DEFGRID3
* xyz 0 1
O 0.5263 0.8849 -0.1786
O -0.5263 -0.8849 0.1786
*
```

=====

Most stable of them? A.

=====

A | The following is a quantum chemistry calculation of a single C2H3Cl molecule, from OMol25.

**LUMO energy**: 0.46 eV
**SMILES**: C=CCl
**HOMO**: -8.88 eV
**Frontier orbital gap**: 0.34318 hartree

```
! RIJCOSX wB97M-V def2-TZVPD def2/J DEFGRID3
* xyz 0 1
Cl -1.9885 0.1748 -0.0799
C -0.4741 -0.5382 -0.0538
C 0.7659 0.4245 -0.1095
H 1.6507 -0.0211 -0.0693
H -0.4131 -1.5298 0.1841
H 0.4590 1.4897 0.1285
*
```

=====

B | The following is a quantum chemistry calculation of a single C2H3Cl molecule, from OMol25.

**LUMO energy**: 1.16 eV
**SMILES**: C=CCl
**HOMO**: -9.82 eV
**Frontier orbital gap**: 0.40328 hartree

```
! RIJCOSX wB97M-V def2-TZVPD def2/J DEFGRID3
* xyz 0 1
Cl 1.9793 -0.0514 0.0027
C 0.3226 0.4649 0.0693
C -0.7184 -0.3633 0.0025
H 0.4323 1.5924 -0.0731
H -1.7663 -0.2281 -0.1667
H -0.2495 -1.4145 0.1654
*
```

=====

Most stable of them? B.

=====

A | The following is a quantum chemistry calculation of a 2-piece molecular cluster, C7H17NO overall, from OMol25.

**LUMO energy**: 0.75 eV
**SMILES**: CCN(C)C(C)=O.CC
**HOMO**: -9.05 eV
**Frontier orbital gap**: 0.36030 hartree

```
! RIJCOSX wB97M-V def2-TZVPD def2/J DEFGRID3
* xyz 0 1
O 1.0523 -1.2377 -0.0868
N 0.8439 0.8558 0.8036
C 0.5402 0.5985 -1.5608
C 0.8373 -0.0530 -0.2169
C -0.1783 2.7022 2.2859
C 0.0719 2.0982 0.9364
C -2.6317 -2.4523 -1.6543
C 1.4462 0.3287 2.0212
C -1.2853 -2.6095 -2.3250
H 0.4249 2.8797 0.2490
H 0.9627 -0.6004 2.2558
H 1.4545 0.9685 2.8964
H -0.8892 -1.8191 -2.9604
H -2.8372 -3.2943 -0.9869
H 2.5214 0.1380 1.9802
H 1.4501 1.0524 -1.9581
H -0.7105 3.6345 2.1132
H -0.2168 1.3651 -1.4182
H -0.8824 1.8857 0.4382
H -1.2999 -3.5084 -2.9527
H -0.9558 2.1248 2.8413
H 0.3455 2.6840 3.2349
H -0.4690 -2.8249 -1.6318
H -3.4525 -2.4082 -2.3674
H 0.2736 -0.1097 -2.3297
H -2.6429 -1.6256 -0.9410
*
```

=====

B | The following is a quantum chemistry calculation of a single C7H17NO molecule, from OMol25.

**LUMO energy**: 0.91 eV
**SMILES**: C[C@@H]([C@@H](C)O)[C@@H](C)CN
**HOMO**: -8.11 eV
**Frontier orbital gap**: 0.33168 hartree

```
! RIJCOSX wB97M-V def2-TZVPD def2/J DEFGRID3
* xyz 0 1
O 2.4633 0.5816 0.3925
N -2.6127 -1.1165 -2.1190
C 0.5626 -0.9823 -1.5525
C 1.2697 1.3223 0.5017
C -0.1744 0.2360 0.5650
C 0.0994 -0.9151 1.5136
C 1.2785 2.2306 1.7198
C -2.0337 -0.9413 -0.8178
C -0.4457 -0.1026 -0.8404
H -0.6312 0.8087 -1.4167
H 0.4416 -0.5361 2.4773
H -0.9632 0.8788 0.9618
H 1.2162 1.6507 2.6427
H 0.6472 -1.9567 -1.0759
H 0.8566 -1.5886 1.1189
H 2.5759 0.0764 1.2058
H 2.1981 2.8209 1.7601
H -1.8697 -1.9206 -0.3686
H 1.2174 1.9165 -0.4142
H 0.2636 -1.1329 -2.5903
H -0.8122 -1.4803 1.7004
H -2.7175 -0.3655 -0.1927
H -2.7915 -0.2269 -2.5710
H 1.5412 -0.5062 -1.5628
H 0.4349 2.9171 1.6851
H -2.0144 -1.6680 -2.7227
*
```

=====

Most stable of them? B.